(1)
{"formula": "C5H12N", "method": "ωB97M-V with the def2-TZVPD basis set", "molar_mass_g_mol": 86.16, "e_homo_ev": [-13.3454, -13.4311], "total_charge": 1, "e_above_lowest_kj_mol": 456.2, "gap_ev": [8.936, 8.784], "largest_force_ev_per_a": 4.87, "energy_ha": -252.05735, "symbols": ["N", "C", "C", "C", "C", "C", "H", "H", "H", "H", "H", "H", "H", "H", "H", "H", "H", "H"], "xyz": [[0.9776, -0.4083, 0.3416], [-0.1983, 0.5058, 0.2909], [-0.8170, -1.7564, -0.5990], [-0.5673, 1.1174, 1.6335], [-0.1067, 1.4202, -0.8487], [0.7099, -1.4613, -0.7504], [1.3671, -2.2159, -0.6963], [0.8949, -0.8288, 1.2180], [0.7760, -1.0650, -1.7330], [1.8904, -0.0686, 0.3125], [0.9338, 1.8165, -0.9611], [-1.3509, 1.8267, 1.3134], [0.2458, 1.6008, 2.2048], [-1.4068, -1.6957, -1.5004], [-0.8806, 0.3824, 2.2953], [-1.3911, -2.1998, 0.1198], [-0.2545, 0.8907, -1.8163], [-0.8224, 2.1392, -0.8245]], "lowdin_charge": [0.095, -0.273, 0.147, -0.009, -0.039, -0.089, 0.082, 0.147, 0.109, 0.157, 0.126, 0.108, 0.113, 0.073, 0.060, 0.034, 0.103, 0.058]}

(2)
{"formula": "C26H32F5IN2NbO5S", "method": "ωB97M-V with the def2-TZVPD basis set", "molar_mass_g_mol": 799.42, "e_homo_ev": -5.4140, "total_charge": -1, "gap_ev": 6.374, "largest_force_ev_per_a": 2.73, "energy_ha": -2747.91632, "symbols": ["I", "Nb", "S", "F", "F", "F", "F", "F", "O", "O", "O", "O", "O", "N", "N", "C", "C", "C", "C", "C", "C", "C", "C", "C", "C", "C", "C", "C", "C", "C", "C", "C", "C", "C", "C", "C", "C", "C", "C", "C", "C", "H", "H", "H", "H", "H", "H", "H", "H", "H", "H", "H", "H", "H", "H", "H", "H", "H", "H", "H", "H", "H", "H", "H", "H", "H", "H", "H", "H", "H", "H", "H", "H"], "xyz": [[0.6382, 2.5001, 0.6913], [0.7470, -0.3340, 0.4884], [-0.1324, -0.6029, 2.9574], [1.6428, -3.3031, 2.2408], [-11.1184, 3.1157, -3.6234], [-7.3566, -1.6440, -0.1141], [0.9791, -1.1421, 4.0121], [8.0667, -0.8230, -1.0532], [2.5858, -0.2104, 1.2167], [-2.6490, 1.3951, 0.7971], [-1.3271, -1.3987, 3.0645], [6.0161, -0.4144, 1.0089], [-0.3754, 0.7324, 3.4024], [-1.2924, -0.3200, -0.1056], [1.2670, -1.1447, -2.5527], [1.3904, 0.0096, -1.6475], [3.6701, -0.6352, 0.4164], [0.6443, -4.8974, 0.9197], [-5.7577, -0.2273, 0.8805], [-7.8194, 1.4502, 1.6932], [-7.0730, -0.5204, 0.5836], [0.6071, -3.4368, 1.3578], [-1.8924, 0.6223, 0.3320], [-9.9615, 3.2377, -2.9353], [-5.4716, 0.9296, 1.5898], [0.8303, -2.5425, 0.1629], [-7.8238, 2.3746, -2.3347], [-9.7655, 4.3534, -2.1486], [9.0583, 1.0673, -0.0790], [11.2880, 1.6874, -0.7359], [10.1516, 1.9125, 0.0293], [-7.6077, 3.4871, -1.5349], [4.9540, -2.5972, 1.2308], [-9.0113, 2.2429, -3.0389], [9.1299, 0.0021, -0.9514], [-8.1107, 0.2997, 0.9754], [11.3343, 0.6108, -1.6101], [-6.5026, 1.7663, 1.9977], [-8.5785, 4.4730, -1.4399], [10.2485, -0.2449, -1.7187], [4.8151, -1.0976, 1.3361], [-8.6218, 2.1030, 2.0106], [-9.1290, 0.0391, 0.7177], [-10.5332, 5.1139, -2.0943], [1.7373, -2.8899, -0.3151], [2.3554, 0.4854, -1.7430], [0.0395, -2.7730, -0.5377], [-4.4474, 1.1747, 1.8215], [10.2648, -1.0942, -2.3888], [-0.3492, -3.2924, 1.8358], [-0.1621, -5.1298, 0.2468], [1.6025, -5.0576, 0.4479], [0.6731, 0.7238, -2.0184], [1.9339, -1.8636, -2.3227], [-8.4126, 5.3377, -0.8121], [4.0532, 0.2246, -0.1188], [12.2174, 0.4361, -2.2093], [-6.6830, 3.5831, -0.9824], [-4.9694, -0.8969, 0.5604], [-6.2777, 2.6679, 2.5519], [8.1585, 1.2254, 0.5027], [5.2185, -2.8444, 0.2081], [4.5556, -0.7927, 2.3291], [0.3348, -1.5090, -2.4707], [-7.0664, 1.6066, -2.4092], [0.6334, -5.5367, 1.7867], [3.4102, -1.3981, -0.3103], [12.1381, 2.3510, -0.6512], [6.3584, -0.8169, 0.2082], [-9.2029, 1.3792, -3.6617], [5.6413, -3.0208, 1.9418], [10.1154, 2.7486, 0.7138], [3.9756, -3.0171, 1.4014]], "lowdin_charge": [0.251, 1.536, 0.432, -0.031, 0.045, 0.043, -0.285, 0.053, -0.440, 0.052, -0.400, -0.044, -0.445, -0.055, -0.080, -0.438, -0.272, -0.050, -0.002, -0.100, -0.293, -0.511, -0.653, -0.292, -0.065, -0.275, -0.077, -0.026, -0.004, -0.102, -0.078, -0.093, -0.033, -0.019, -0.275, -0.036, -0.091, -0.092, -0.084, -0.020, -0.398, 0.100, 0.112, 0.113, 0.043, 0.032, 0.048, 0.083, 0.116, 0.108, 0.076, 0.071, 0.011, 0.029, 0.103, 0.117, 0.101, 0.105, 0.121, 0.101, 0.117, 0.084, 0.142, 0.032, 0.109, 0.072, 0.087, 0.098, 0.053, 0.116, 0.078, 0.105, 0.066]}

(3)
{"formula": "C16H10BrCl5Cr", "method": "ωB97M-V with the def2-TZVPD basis set", "molar_mass_g_mol": 511.42, "e_homo_ev": [-2.4223, -2.4662], "total_charge": -1, "e_above_lowest_kj_mol": 14.6, "spin_multiplicity": 4, "gap_ev": [3.520, 4.270], "largest_force_ev_per_a": 2.16, "energy_ha": -6535.12703, "symbols": ["Br", "Cr", "Cl", "Cl", "Cl", "Cl", "Cl", "C", "C", "C", "C", "C", "C", "C", "C", "C", "C", "C", "C", "C", "C", "C", "C", "H", "H", "H", "H", "H", "H", "H", "H", "H", "H"], "xyz": [[-0.5188, -0.6485, -2.0988], [0.0000, 0.0000, 0.0000], [-3.3373, 5.1915, 2.5076], [-3.0771, 2.4612, 4.1037], [-0.4670, 3.0109, -1.6467], [-2.0332, 5.4693, -0.3742], [-1.4971, 0.0346, 2.8086], [-1.0016, 1.6935, 0.6951], [-2.3218, 2.6392, 2.5167], [1.5235, -0.2199, 1.6767], [-1.1436, 2.8856, -0.0290], [0.2737, -3.5442, -4.7218], [0.4551, -4.5578, -3.7598], [-0.7869, -4.7947, -3.1375], [2.1927, 0.0016, -0.5027], [-2.4377, 3.8443, 1.8067], [-1.6110, 1.5686, 1.9560], [1.9687, -0.9322, 0.5352], [1.4430, 1.1442, 1.3364], [-1.0804, -3.1548, -4.6942], [-1.7358, -3.9275, -3.7148], [1.8318, 1.2821, -0.0196], [-1.8560, 3.9656, 0.5305], [1.8433, 2.2000, -0.5846], [1.2441, -0.6547, 2.6217], [-1.5377, -2.3934, -5.3173], [1.0417, -3.1355, -5.3702], [1.3871, -5.0666, -3.5373], [-2.7864, -3.8652, -3.4512], [-0.9788, -5.5179, -2.3518], [1.0924, 1.9367, 1.9753], [2.5289, -0.2268, -1.4986], [2.1002, -1.9999, 0.4668]], "mulliken_spin": [0.045, 3.256, 0.001, -0.001, 0.002, -0.001, 0.006, -0.094, -0.009, 0.017, 0.037, 0.001, -0.006, 0.000, -0.104, 0.015, -0.065, -0.001, -0.153, -0.005, -0.002, 0.023, -0.009, 0.012, 0.011, 0.001, 0.000, 0.000, 0.000, 0.000, 0.007, 0.003, 0.016]}

(4)
{"formula": "C61H140N8O10", "method": "ωB97M-V with the def2-TZVPD basis set", "smiles": "CC1(C)CCCC(C)(C)N1O.CC1(C)CCCC(C)(C)N1O.CC1(C)CCCC(C)(C)N1O.CC1(C)CCCC(C)(C)N1O.CC1(C)CCCC(C)(C)N1O.COC[C@H](C)N.COC[C@H](C)N.COC[C@H](C)N.CCO.CCO", "molar_mass_g_mol": 1145.84, "e_homo_ev": -8.2107, "e_above_lowest_kj_mol": 0.0, "gap_ev": 8.460, "largest_force_ev_per_a": 3.20, "energy_ha": -3598.25494, "symbols": ["O", "O", "O", "O", "O", "O", "O", "O", "O", "O", "N", "N", "N", "N", "N", "N", "N", "N", "C", "C", "C", "C", "C", "C", "C", "C", "C", "C", "C", "C", "C", "C", "C", "C", "C", "C", "C", "C", "C", "C", "C", "C", "C", "C", "C", "C", "C", "C", "C", "C", "C", "C", "C", "C", "C", "C", "C", "C", "C", "C", "C", "C", "C", "C", "C", "C", "C", "C", "C", "C", "C", "C", "C", "C", "C", "C", "C", "C", "C", "H", "H", "H", "H", "H", "H", "H", "H", "H", "H", "H", "H", "H", "H", "H", "H", "H", "H", "H", "H", "H", "H", "H", "H", "H", "H", "H", "H", "H", "H", "H", "H", "H", "H", "H", "H", "H", "H", "H", "H", "H", "H", "H", "H", "H", "H", "H", "H", "H", "H", "H", "H", "H", "H", "H", "H", "H", "H", "H", "H", "H", "H", "H", "H", "H", "H", "H", "H", "H", "H", "H", "H", "H", "H", "H", "H", "H", "H", "H", "H", "H", "H", "H", "H", "H", "H", "H", "H", "H", "H", "H", "H", "H", "H", "H", "H", "H", "H", "H", "H", "H", "H", "H", "H", "H", "H", "H", "H", "H", "H", "H", "H", "H", "H", "H", "H", "H", "H", "H", "H", "H", "H", "H", "H", "H", "H", "H", "H", "H", "H", "H", "H", "H", "H", "H", "H", "H", "H", "H", "H"], "xyz": [[2.0308, -3.7723, 5.0389], [6.6534, -1.5034, 1.1504], [-2.2122, 1.3731, 2.2616], [-4.5250, 3.8700, -4.0742], [-0.6276, -3.3391, -5.9524], [-5.0274, -3.8731, -1.4659], [0.8688, 3.8414, 4.6808], [0.3886, 4.7561, -2.8482], [0.0562, 0.5329, 0.9044], [-1.5985, 5.0687, -0.5880], [-2.8804, 5.7245, -0.5496], [0.1563, 2.2615, -1.4509], [-1.6065, 1.8315, -5.0207], [-0.4657, -4.7679, -5.8770], [0.6729, -3.4752, 5.3123], [-4.7506, -3.6899, 1.2439], [1.4778, 2.7787, 3.8972], [5.3792, -1.7348, 0.4945], [1.4308, 2.7349, -2.0711], [1.7032, -1.8919, 7.0376], [0.6442, -2.9444, 6.7009], [5.5335, -1.7934, -0.9223], [-1.3010, -2.3331, 4.5615], [-1.8918, 7.7062, 0.7638], [3.2606, -2.9563, 0.6024], [-1.7271, 1.8139, 3.5566], [4.5316, -2.4639, 2.6522], [2.5931, 2.2586, 4.7361], [1.1071, 3.6065, -3.2341], [0.2770, -5.1453, -7.0890], [0.1180, -2.7213, 4.1874], [5.4389, -4.2192, 1.0766], [-2.8266, 1.5783, 4.5929], [1.8011, 1.5771, 5.8803], [-0.7538, -2.2330, 6.9867], [-3.6881, 1.2351, -4.0386], [0.4485, -6.6576, -4.6260], [-3.9148, -4.5400, -1.0038], [-3.0482, 2.2261, -4.8811], [-1.0000, -0.9381, -0.7323], [-0.7380, -4.8671, -8.2221], [0.6851, 3.7314, 1.8857], [-0.1926, -0.8199, 0.5857], [3.6552, 3.1883, 5.3499], [3.2532, -3.1237, -0.9187], [3.7934, 1.7317, 2.4718], [4.6901, -2.8360, 1.1748], [1.1569, -7.1646, -5.8323], [6.0802, -0.3705, -1.3438], [-1.8003, 7.4921, -1.6839], [2.6622, 2.3767, 1.8147], [1.5889, -4.3964, -7.4345], [-3.7254, 4.9979, 0.4423], [0.1734, -5.1244, -4.5810], [-2.9934, 4.9054, 1.8152], [-0.0266, -3.7213, 3.0647], [-5.0674, 5.7706, 0.5755], [-4.8927, 7.2959, 0.8314], [-4.0755, 3.6189, -0.1064], [0.4852, 5.7649, -3.8656], [6.4778, -2.8603, -1.5766], [-2.6846, 7.1926, -0.4376], [-4.1364, -4.8025, 0.4904], [3.2381, 1.2032, 3.8423], [-3.1303, 3.5976, -4.2114], [4.1029, -1.9154, -1.5116], [-4.1258, 7.7750, -0.3859], [1.4257, -4.3252, -4.3301], [0.4943, -6.6338, -7.0699], [0.8716, -4.2556, 7.5661], [-5.1684, -3.6983, -2.8171], [0.9490, -1.4805, 3.7729], [1.9956, 3.4382, 2.6435], [-4.9735, 5.1992, -4.1445], [-0.8808, -4.9731, -3.5245], [-1.2464, -1.4192, 5.8162], [-5.0159, -6.0614, 0.5000], [2.3327, 1.5986, -2.4706], [2.8393, 4.7415, 2.8022], [3.2440, 4.0010, 5.8593], [-1.3019, -1.9867, -0.8618], [4.2714, 0.8526, 1.9393], [5.2166, -4.7039, 0.1635], [-3.6506, 2.2879, 4.5929], [2.4840, -4.8510, -6.9781], [-3.1896, -5.0173, 0.9475], [-5.3148, -6.2622, 1.5386], [2.5113, 0.8672, 6.3852], [4.1541, -1.9608, -2.6007], [0.1210, 1.0653, 0.0130], [-0.0457, -4.8230, 7.3702], [2.5820, -2.1595, 6.5426], [5.2108, -4.8356, 1.9483], [2.3894, 5.5563, 3.3407], [-5.6348, 5.7117, -0.3093], [0.7431, -1.2804, 0.4020], [-2.5765, 7.8729, 1.5697], [6.4998, -2.7303, -2.6149], [1.0802, -6.9359, -3.7492], [0.9373, 1.0718, 5.4798], [0.0853, 2.8521, 1.8994], [-4.5522, -7.0298, 0.2449], [1.7421, 0.7886, -2.9474], [2.7992, -3.8446, 1.0460], [-0.4863, -7.0750, -7.2575], [-2.6428, 3.4203, -3.2522], [-3.5976, 2.3175, -5.8249], [-1.4728, 8.6073, 0.4301], [-6.1430, -3.3123, -3.1161], [4.1194, -3.2689, 3.2215], [-0.5301, -5.3077, -2.5065], [-1.7287, 8.6157, -1.7188], [-0.8174, 7.0760, -1.5777], [2.2160, -3.1023, -1.2678], [-2.9208, -4.0038, -1.2149], [-4.4011, -3.0032, -3.2976], [3.0195, 2.6840, 0.8225], [-0.5343, -4.6428, 3.3576], [1.9736, -1.8301, 3.4997], [-4.0984, -2.9530, 1.4584], [1.4839, -3.3552, -7.2065], [4.5059, 2.5898, 2.5755], [1.2587, -8.2613, -5.9163], [-4.7570, 1.3911, -3.9384], [7.4801, -2.7874, -1.0043], [0.6646, -0.9849, 2.8394], [-3.2192, 0.4678, 4.5714], [-0.3025, 1.7093, -2.1488], [-4.6682, 5.7926, -3.3027], [1.3547, -3.2915, -4.5134], [-1.5500, -3.1789, -6.0374], [-3.2547, 1.2891, -3.0136], [1.3921, -0.8779, 6.8021], [1.8119, 1.6728, 1.6909], [-1.9732, -0.3999, -0.6536], [5.5193, -2.1270, 3.0934], [3.4752, -1.0695, -1.3146], [-5.4812, -3.2790, 0.7055], [-0.5258, -7.1383, -4.4677], [-1.8416, -3.2391, 4.7837], [-2.6663, 4.4078, -4.7441], [-4.3976, 7.5895, 1.7735], [-0.5590, -0.5801, 5.6647], [-0.6240, -3.2943, 2.2484], [-3.2559, 2.9072, -0.0187], [3.6919, 4.5001, 3.3920], [-0.0168, 5.5002, -4.7541], [0.9047, 3.9283, 0.8603], [-2.1124, 4.2777, 1.7054], [1.3072, 2.3459, 6.4582], [-2.7928, 5.8795, 2.1723], [2.2900, -4.6464, -4.9213], [-5.6400, 5.2072, 1.2937], [-2.1712, 7.1169, -2.6576], [4.4123, 3.5239, 4.6180], [-3.6324, 4.4188, 2.5955], [-4.4767, 3.7415, -1.1013], [-6.0969, 5.2280, -4.0824], [-4.8589, 5.7444, -5.0472], [1.5631, 5.9189, -4.0931], [6.1096, -3.8635, -1.5255], [-0.6084, -1.5578, 7.8902], [5.9051, -0.2702, -2.4094], [-1.4511, 2.8321, 3.5145], [0.9484, -6.8900, -8.0375], [-2.2692, -1.1460, 6.1302], [0.9523, -4.0881, 2.7091], [-1.4714, 1.1906, 1.7104], [2.5436, 0.4602, 3.5261], [-1.5521, 1.0114, -5.6226], [7.1195, -0.2429, -1.1647], [0.5312, 3.0617, -3.9753], [1.9367, 3.3481, -1.3341], [2.1070, -4.7426, 5.0567], [-1.7378, -1.7633, 3.7291], [2.7556, 1.1039, -1.5957], [0.1179, 4.5563, 2.3614], [-1.7736, -5.5160, -3.7620], [3.9634, -1.5531, 2.7372], [6.5245, -4.0414, 0.9966], [-3.8913, -5.4941, -1.5268], [3.0779, 5.0249, 1.7715], [1.7720, -4.8360, 7.3600], [-0.1002, 3.7974, 4.5358], [1.9460, -2.0170, 8.0765], [2.7357, -2.0386, 0.7977], [-1.0568, -3.9152, -3.3426], [-5.8820, 7.8198, 0.8398], [-3.5309, 0.2287, -4.4225], [-5.9157, -5.8262, -0.1524], [1.7862, -4.4532, -3.2987], [4.1672, 2.5692, 6.0664], [-0.3746, -5.2881, -9.1853], [4.0328, 0.7490, 4.3994], [5.4706, 0.3778, -0.8486], [3.6218, -4.0706, -1.2152], [-0.7454, -3.8231, -8.3871], [2.2155, -6.7737, -5.8289], [-2.5209, 1.7574, 5.6178], [-0.7015, -1.3306, 1.4463], [-1.7476, -5.2304, -7.8840], [-1.5225, -2.9646, 7.3502], [-4.9468, -4.6230, -3.3515], [-1.0931, 2.5487, -5.4982], [0.8864, -4.0202, 8.6364], [1.0483, -0.7096, 4.5197], [-4.0112, 8.8655, -0.4522], [2.1106, 3.8885, -3.7156], [-0.5152, 3.0175, -1.3059], [-0.8815, 1.1863, 3.8310], [1.5896, -4.4548, -8.5793], [-0.4352, -0.6504, -1.6026], [-4.7436, 7.5327, -1.2080], [3.1698, 1.9362, -3.0666], [6.6729, -0.5860, 1.3546], [-4.8930, 3.2121, 0.4925], [0.1435, 6.6741, -3.3789], [-1.3252, 5.0466, -1.5165], [-1.0689, 7.0656, 0.9824]], "lowdin_charge": [-0.051, -0.018, -0.082, -0.185, -0.028, -0.197, -0.047, -0.199, -0.165, -0.057, -0.071, 0.089, 0.053, -0.068, -0.092, 0.062, -0.047, -0.085, -0.406, -0.031, -0.450, -0.498, -0.115, -0.023, -0.133, -0.291, -0.032, -0.489, -0.234, -0.546, -0.517, -0.004, -0.081, -0.029, -0.138, -0.084, -0.142, -0.241, -0.449, -0.058, -0.050, -0.032, -0.300, -0.014, -0.153, -0.160, -0.480, -0.190, -0.021, -0.036, -0.198, -0.021, -0.479, -0.514, -0.003, -0.035, -0.120, -0.163, -0.022, -0.068, -0.016, -0.474, -0.408, -0.114, -0.179, -0.099, -0.139, -0.022, -0.175, -0.025, -0.128, 0.001, -0.470, -0.112, -0.057, -0.184, -0.079, -0.044, 0.001, 0.068, 0.056, 0.118, 0.040, 0.056, 0.073, 0.121, 0.071, 0.101, 0.115, 0.088, 0.076, 0.059, 0.083, 0.078, 0.094, 0.076, 0.058, 0.056, 0.135, 0.042, 0.046, 0.078, 0.095, 0.123, 0.119, 0.112, 0.143, 0.064, 0.090, 0.067, 0.109, 0.102, 0.051, 0.096, 0.130, 0.099, 0.125, 0.088, 0.075, 0.061, 0.067, 0.116, 0.122, 0.086, 0.120, 0.063, 0.107, 0.059, 0.061, 0.068, 0.084, 0.095, 0.049, 0.111, 0.089, 0.105, 0.083, 0.054, 0.120, 0.121, 0.117, 0.099, 0.083, 0.072, 0.073, 0.026, 0.071, 0.068, 0.055, 0.081, 0.045, 0.072, 0.112, 0.087, 0.074, 0.103, 0.073, 0.104, 0.069, 0.099, 0.049, 0.133, 0.076, 0.055, 0.128, 0.112, 0.076, -0.002, 0.078, 0.074, 0.064, 0.106, 0.128, 0.114, 0.118, 0.060, 0.092, 0.075, 0.049, 0.085, 0.110, 0.094, 0.071, 0.090, 0.081, 0.095, 0.074, 0.122, 0.078, 0.102, 0.081, 0.082, 0.094, 0.115, 0.074, 0.079, 0.055, 0.120, 0.059, 0.099, 0.108, 0.121, 0.080, 0.050, 0.076, 0.038, 0.125, 0.146, 0.069, 0.096, 0.106, 0.051, 0.093, 0.081, 0.077, 0.089, 0.070, 0.053, 0.082]}